one:
ORCA calculation (ωB97M-V with the def2-TZVPD basis set) on an isolated ion of composition C4H8N3S and charge +1.

gap between HOMO and LUMO (spin up / spin down) = 7.79 / 7.79 eV
molar mass = 130.196 Da
lowest unoccupied orbital energy (spin up / spin down) = -4.261 / -4.262 eV

Geometry as ORCA input:
```
! RIJCOSX wB97M-V def2-TZVPD def2/J DEFGRID3
* xyz 1 1
C 0.32964 -1.72123 -0.35638
C 0.78726 0.67327 -0.04626
C 1.26905 -0.73124 0.26076
C -1.57892 0.04143 0.46099
N -0.86288 -1.85447 -0.43798
N -0.53434 0.89469 -0.01095
N 1.52638 1.62799 -0.67063
S -3.14974 0.36735 -0.12151
H 0.89595 -2.60233 -0.71600
H 1.37401 -0.99753 1.31260
H 2.30551 -1.00177 -0.16110
H -1.26936 -0.39886 1.41949
H -0.85234 1.80380 -0.40499
H 2.54284 1.73238 -0.41185
H 1.16398 2.62268 -0.87219
H -3.94705 -0.45615 0.75599
*
```

Atom charges from the Löwdin analysis, given in e for atoms 1 to 4: C -0.325; C -0.268; C -0.071; C -0.559

***

two:
ORCA calculation (ωB97M-V with the def2-TZVPD basis set) on an isolated ion of composition C4H8N3S and charge +1.

gap between HOMO and LUMO = 9.51 eV
SMILES = NC(=[NH2+])C1=NCCS1
molar mass = 130.196 Da
lowest unoccupied orbital energy = -3.458 eV

Geometry as ORCA input:
```
! RIJCOSX wB97M-V def2-TZVPD def2/J DEFGRID3
* xyz 1 1
C -0.05605 -0.23192 0.13281
C -1.85427 -0.35099 0.04354
C 1.80140 0.92906 0.21768
C 2.46771 -0.47961 -0.17759
N 0.37738 0.88998 0.25104
N -2.27012 0.86984 -0.22019
N -2.36054 -1.48724 0.32324
S 0.95124 -1.62035 -0.10974
H 2.08884 1.20129 1.25282
H 2.20096 1.73868 -0.37606
H 2.99804 -0.31603 -1.13418
H 3.30833 -0.91333 0.49215
H -1.50384 1.48786 -0.05660
H -3.13805 1.34137 -0.34537
H -1.85597 -2.42412 0.56391
H -3.36680 -1.46482 0.31924
*
```

Atom charges from the Löwdin analysis, given in e for atoms 1 to 4: C -0.558; C -0.249; C -0.225; C -0.329

***

Of them, one has the lowest stability.

***

one:
ORCA calculation (ωB97M-V with the def2-TZVPD basis set) on CH5NOP2 as an isolated structure.

gap between HOMO and LUMO = 7.18 eV
molar mass = 109.005 Da
lowest unoccupied orbital energy = -1.147 eV

Geometry as ORCA input:
```
! RIJCOSX wB97M-V def2-TZVPD def2/J DEFGRID3
* xyz 0 1
C 1.04316 -0.50291 0.95634
N -1.93181 0.85302 -0.99988
O -0.16233 0.06977 0.40518
P -3.18734 1.32221 -1.89492
P -0.89577 -0.41676 -0.94569
H 1.05297 -1.46353 0.63689
H 0.91194 -0.41842 1.93578
H 1.96926 -0.12782 0.66228
H -4.09219 1.99093 -0.84042
H 0.44801 -0.20541 -2.04715
*
```

Atom charges from the Löwdin analysis, given in e for atoms 1 to 4: C -0.114; N -0.705; O -0.506; P 0.696

***

two:
ORCA calculation (ωB97M-V with the def2-TZVPD basis set) on one molecule with the formula CH5NOP2.

gap between HOMO and LUMO = 9.41 eV
SMILES = [H]/P=C/O[PH2]=N
molar mass = 109.005 Da
lowest unoccupied orbital energy = 0.295 eV

Geometry as ORCA input:
```
! RIJCOSX wB97M-V def2-TZVPD def2/J DEFGRID3
* xyz 0 1
C -1.24437 0.62062 -0.33042
N 1.91313 -0.88442 -0.77422
O 0.08761 0.86327 -0.18565
P 1.16560 -0.18201 0.39087
P -2.19310 -0.72593 -0.05498
H -1.68755 1.47395 -0.62814
H 2.90168 -0.96743 -0.90979
H 1.97944 0.62311 1.23229
H 0.46908 -0.84429 1.45515
H -3.39151 0.02314 -0.19512
*
```

Atom charges from the Löwdin analysis, given in e for atoms 1 to 4: C -0.627; N -0.246; O -0.345; P 0.579

***

three:
ORCA calculation (ωB97M-V with the def2-TZVPD basis set) on one molecule with the formula CH5NOP2.

gap between HOMO and LUMO = 9.67 eV
SMILES = CP(#N)OP
molar mass = 109.005 Da
lowest unoccupied orbital energy = -0.073 eV

Geometry as ORCA input:
```
! RIJCOSX wB97M-V def2-TZVPD def2/J DEFGRID3
* xyz 0 1
C -1.23907 0.51905 0.09121
N -0.37977 -1.09478 2.60271
O 1.06947 -0.48249 0.26046
P -0.27787 -0.53373 1.25780
P 1.23930 -0.37035 -1.41390
H -1.79397 1.15585 0.72124
H -0.81533 1.16213 -0.75607
H -1.85497 -0.22580 -0.34711
H 2.37775 -1.14782 -1.20234
H 1.67446 1.01794 -1.21400
*
```

Atom charges from the Löwdin analysis, given in e for atoms 1 to 4: C -0.249; N -0.294; O -0.766; P 0.611

***

Of them, three has the lowest stability.

***

one:
ORCA calculation (ωB97M-V with the def2-TZVPD basis set) on a 2-piece molecular cluster, C4H11O overall.

gap between HOMO and LUMO = 5.08 eV
molar mass = 75.131 Da
lowest unoccupied orbital energy = 3.454 eV

Geometry as ORCA input:
```
! RIJCOSX wB97M-V def2-TZVPD def2/J DEFGRID3
* xyz -1 1
C -2.59503 2.01781 -0.52495
O -2.94341 1.65641 0.74490
H -3.49050 2.19717 -1.16143
H -1.95436 2.94347 -0.56759
H -1.95880 1.24033 -1.03577
C 1.49441 -1.38429 -1.24712
C 2.30802 -1.56557 0.01187
C 1.75490 -0.84050 1.22390
H 1.84487 -2.05629 -2.02873
H 1.55317 -0.36114 -1.62028
H 0.42749 -1.59644 -1.09605
H 3.32354 -1.20793 -0.17187
H 2.35081 -2.62815 0.24657
H 2.15547 -1.31617 2.13408
H 1.97246 0.22868 1.25059
H 0.66672 -0.87547 1.30880
*
```

Atom charges from the Löwdin analysis, given in e for atoms 1 to 4: C -0.535; O -0.499; H 0.015; H 0.015

***

two:
ORCA calculation (ωB97M-V with the def2-TZVPD basis set) on a 2-piece molecular cluster, C4H11O overall.

gap between HOMO and LUMO = 5.45 eV
molar mass = 75.131 Da
lowest unoccupied orbital energy = 3.687 eV

Geometry as ORCA input:
```
! RIJCOSX wB97M-V def2-TZVPD def2/J DEFGRID3
* xyz -1 1
C 2.44807 0.20086 0.53763
O 3.12131 0.98083 -0.31212
H 2.52076 -0.91418 0.29316
H 1.24285 0.11085 0.41804
H 2.77712 0.17693 1.63920
C -2.06124 -1.14217 0.87732
C -1.90110 0.21676 0.10232
C -1.39197 -0.01647 -1.30690
H -1.25466 -1.79172 0.59078
H -2.19041 -1.04974 1.96345
H -2.96169 -1.79393 0.63468
H -2.89523 0.86964 0.05273
H -1.21463 0.95847 0.58029
H -1.26206 1.02764 -1.66135
H -1.92450 -0.55957 -2.02712
H -0.37065 -0.43497 -1.24903
*
```

Atom charges from the Löwdin analysis, given in e for atoms 1 to 4: C -0.563; O -0.447; H 0.002; H 0.032

***

Of them, two has the lowest stability.

***

one:
ORCA calculation (ωB97M-V with the def2-TZVPD basis set) on one molecule with the formula C3H3IN2S.

gap between HOMO and LUMO = 8.34 eV
molar mass = 226.042 Da
lowest unoccupied orbital energy = 0.117 eV

Geometry as ORCA input:
```
! RIJCOSX wB97M-V def2-TZVPD def2/J DEFGRID3
* xyz 0 1
C 0.12889 -1.11900 -0.12093
C -0.56476 -0.64154 0.86485
C -0.14136 1.32567 0.40140
N 0.59753 -0.34550 -1.12381
N 0.47720 1.02023 -0.77439
S -0.72189 2.53203 1.27560
I -1.55629 -1.47312 2.49556
H 0.05706 -2.25543 -0.19302
H 1.59345 -0.59762 -1.23148
H 0.13017 1.55429 -1.59378
*
```

Atom charges from the Löwdin analysis, given in e for atoms 1 to 4: C -0.359; C -0.672; C -0.759; N -0.039

***

two:
ORCA calculation (ωB97M-V with the def2-TZVPD basis set) on C3H3IN2S as an isolated structure.

gap between HOMO and LUMO = 8.28 eV
molar mass = 226.042 Da
lowest unoccupied orbital energy = -0.713 eV

Geometry as ORCA input:
```
! RIJCOSX wB97M-V def2-TZVPD def2/J DEFGRID3
* xyz 0 1
C -0.74079 0.14743 0.68455
C -0.31654 -1.11266 0.60266
C 1.59702 -0.82258 -1.14598
N 2.37585 0.00695 -1.27492
N -0.88206 1.13881 -0.21893
S 0.29416 -1.85524 -0.91478
I -0.15776 2.96713 0.35630
H -1.15709 0.43279 1.68965
H -0.49558 -1.77959 1.26835
H -0.51720 0.87696 -1.04690
*
```

Atom charges from the Löwdin analysis, given in e for atoms 1 to 4: C -0.412; C -0.377; C -0.670; N 0.101

***

Of them, one has the lowest stability.

***

one:
ORCA calculation (ωB97M-V with the def2-TZVPD basis set) on one molecule with the formula C8H18Si.

gap between HOMO and LUMO = 7.67 eV
molar mass = 142.318 Da
lowest unoccupied orbital energy = 0.822 eV

Geometry as ORCA input:
```
! RIJCOSX wB97M-V def2-TZVPD def2/J DEFGRID3
* xyz 0 1
C 0.38344 -1.13005 0.01711
C 0.41426 1.18620 0.03134
C 0.97040 -1.74883 1.25887
C 0.93443 -1.47825 -1.32750
C 1.08205 1.68717 -1.23696
C 1.12681 1.55210 1.31417
C -2.07625 0.09641 -1.58785
C -2.09497 -0.06327 1.58569
Si -1.01684 -0.00283 -0.02348
H 0.70507 -2.82719 1.23017
H 0.79850 -1.37489 2.14652
H 2.05823 -1.73120 0.97177
H 1.06010 -2.50395 -1.47231
H 1.90166 -0.94962 -1.66229
H 0.17976 -1.09759 -2.01228
H 0.60561 1.14398 -2.07847
H 2.14626 1.47466 -1.06217
H 0.81934 2.68973 -1.25269
H 2.24595 1.65825 1.36440
H 0.93374 1.03236 2.13783
H 0.73313 2.67186 1.55184
H -2.80989 0.81978 -1.56580
H -1.48966 -0.04622 -2.52821
H -2.56157 -0.99331 -1.45210
H -2.20249 0.99333 2.01496
H -3.06990 -0.37778 1.34260
H -1.77716 -0.68086 2.29484
*
```

Atom charges from the Löwdin analysis, given in e for atoms 1 to 4: C -0.367; C -0.322; C -0.092; C -0.135

***

two:
ORCA calculation (ωB97M-V with the def2-TZVPD basis set) on one molecule with the formula C8H18Si.

gap between HOMO and LUMO = 10.49 eV
SMILES = CCC1([Si](C)(C)C)CC1
molar mass = 142.318 Da
lowest unoccupied orbital energy = 0.915 eV

Geometry as ORCA input:
```
! RIJCOSX wB97M-V def2-TZVPD def2/J DEFGRID3
* xyz 0 1
C 0.88300 0.12899 -2.04941
C -0.37075 0.91890 -2.20198
C -0.18602 0.00187 -0.99398
C -0.11418 -2.43854 -0.42615
C -1.57493 0.20863 1.68940
C 0.16789 2.53396 0.61908
C 1.73581 -0.09308 1.69039
C -0.85629 -1.36104 -1.16950
Si 0.05381 0.60905 0.78358
H 1.04104 -0.83280 -2.60325
H 1.87181 0.64813 -1.60256
H -0.33223 2.03762 -1.96371
H -1.24378 0.75323 -3.00422
H 1.01033 -2.42522 -0.84812
H -0.65801 -3.47110 -0.60648
H -0.06596 -2.27911 0.67224
H -2.36136 -0.43227 1.24809
H -1.14334 -0.41624 2.55732
H -2.05892 0.99502 2.08342
H 1.00775 2.71995 1.36157
H 0.32059 2.84086 -0.41503
H -0.88893 2.77652 0.95817
H 1.60604 -0.87802 2.35420
H 2.40417 -0.45811 0.83256
H 2.24398 0.84307 2.13803
H -1.87626 -1.39605 -0.74914
H -1.01169 -1.55280 -2.15931
*
```

Atom charges from the Löwdin analysis, given in e for atoms 1 to 4: C -0.164; C -0.148; C -0.510; C -0.121

***

three:
ORCA calculation (ωB97M-V with the def2-TZVPD basis set) on a 2-piece molecular cluster, C8H18Si overall.

gap between HOMO and LUMO (spin up / spin down) = 7.27 / 6.85 eV
molar mass = 142.318 Da
lowest unoccupied orbital energy (spin up / spin down) = 0.084 / 0.105 eV

Geometry as ORCA input:
```
! RIJCOSX wB97M-V def2-TZVPD def2/J DEFGRID3
* xyz 0 1
C -1.68443 2.83960 0.93215
C -0.36248 2.65025 0.66721
C -1.50504 -2.18290 1.55937
C 1.25428 -2.88820 -1.16904
C 1.49434 2.58540 -1.16994
C -1.14372 -0.70721 1.17849
C 1.48564 -1.54812 -0.53183
C 0.08315 2.33058 -0.62244
Si -0.27552 -0.67076 -0.49675
H -1.93143 3.12756 1.95619
H -2.55555 2.69809 0.32985
H 0.50274 2.65719 1.33242
H -0.47723 -2.62548 1.50995
H -1.79994 -2.10483 2.64461
H -2.06525 -2.61643 0.72565
H 0.44786 -3.38560 -0.73481
H 1.02843 -2.59517 -2.24257
H 2.09832 -3.61064 -1.19261
H 1.73089 3.60095 -1.39256
H 2.21713 2.07073 -0.56091
H 1.63104 2.20142 -2.18875
H -0.41748 -0.24786 1.95987
H -2.07063 -0.17747 1.26556
H 1.99281 -0.87018 -1.29112
H 2.03193 -1.51401 0.41834
H -0.55043 2.30289 -1.46814
H -1.15945 -1.31980 -1.41821
*
```

Atom charges from the Löwdin analysis, given in e for atoms 1 to 4: C -0.008; C -0.257; C -0.177; C -0.229

***

Of them, three has the lowest stability.

***

one:
ORCA calculation (ωB97M-V with the def2-TZVPD basis set) on a 2-piece molecular cluster, C5H11N2O overall.

gap between HOMO and LUMO = 10.79 eV
molar mass = 115.156 Da
lowest unoccupied orbital energy = -3.363 eV

Geometry as ORCA input:
```
! RIJCOSX wB97M-V def2-TZVPD def2/J DEFGRID3
* xyz 1 1
C 0.27229 3.59763 -0.49456
C 0.59318 2.43700 0.09863
C 2.41933 3.47498 -0.64298
N 1.39407 4.34445 -0.77627
N 1.96819 2.36599 -0.08033
C 0.00000 0.00000 0.00000
C -0.22950 1.36289 0.77609
H -0.71055 4.06865 -0.47855
H 3.48663 3.68661 -0.70761
H 1.47470 5.29768 -1.17394
H 2.54070 1.59807 0.31447
H -0.17828 0.17330 -1.07461
H -0.64222 -0.83247 0.33340
H 1.05459 -0.29173 0.13910
H -1.25493 1.77994 0.77249
H 0.13464 1.37388 1.82142
O 3.64165 4.24323 -4.07827
H 3.03746 3.97277 -4.80632
H 3.97925 3.39614 -3.70851
*
```

Atom charges from the Löwdin analysis, given in e for atoms 1 to 4: C -0.018; C -0.234; C -0.055; N 0.140

***

two:
ORCA calculation (ωB97M-V with the def2-TZVPD basis set) on a 2-piece molecular cluster, C5H11N2O overall.

gap between HOMO and LUMO = 7.65 eV
molar mass = 115.156 Da
lowest unoccupied orbital energy = -4.409 eV

Geometry as ORCA input:
```
! RIJCOSX wB97M-V def2-TZVPD def2/J DEFGRID3
* xyz 1 1
C 2.69787 -0.19836 -0.24923
C -0.02217 0.23213 -0.07903
C 3.10530 -1.14111 0.66528
C -2.03207 1.87977 0.60340
C -1.88144 -1.02301 -0.89560
N -0.68324 1.39339 0.22096
N -0.52929 -0.95164 -0.47779
O 2.91990 0.56223 -1.07203
H 3.17307 -2.00912 0.00725
H 2.53508 -1.44886 1.52186
H 4.20147 -0.78676 0.87293
H -2.45792 1.22217 1.39850
H -1.90046 2.83839 1.19573
H -2.52406 1.96260 -0.26568
H -2.03848 -0.04493 -1.30326
H -2.51439 -1.17183 0.04254
H -2.06811 -1.71274 -1.69414
H 0.03257 2.12415 0.13237
H -0.01362 -1.72647 -0.62407
*
```

Atom charges from the Löwdin analysis, given in e for atoms 1 to 4: C -0.152; C -0.094; C 0.025; C -0.045

***

Of them, two has the lowest stability.